The following is a DFT calculation (the ωB97M-V functional and the def2-TZVPD basis) of 2 unconnected molecules or ions with the total composition C6H11BCl2NO4.

Calculated values
HOMO level: -4.0198 eV
total charge: -1
HOMO-LUMO gap: 6.12 eV

CARTESIAN COORDINATES (ANGSTROEM)
Cl (2.5010, 2.8703, 0.0389)
Cl (-0.3653, 4.4432, 0.0888)
O (3.2311, -0.9819, -1.8523)
O (-1.9386, 0.8773, 1.9647)
O (1.3936, -1.7305, -0.8953)
O (-2.8136, 1.8441, -0.1298)
N (2.4817, -1.8846, -1.4619)
C (0.9391, 1.9306, 0.5407)
C (1.0568, 0.3460, 0.9422)
C (-2.6663, -0.1548, 1.1533)
C (2.9255, -3.2858, -1.6930)
C (-2.9134, 0.3754, -0.4142)
C (-0.3747, 2.6213, 0.5946)
B (-1.8275, 1.9826, 0.9970)
H (3.8939, -3.2711, -2.1975)
H (-3.7082, -0.2873, 1.7166)
H (-2.1453, -1.1982, 1.0320)
H (1.9437, -0.0998, 0.2795)
H (3.0057, -3.7710, -0.7182)
H (0.1123, -0.3023, 0.6970)
H (-2.3438, 2.8777, 1.6053)
H (2.1726, -3.7711, -2.3176)
H (-2.0183, 0.2477, -1.1775)
H (1.4289, 0.2767, 2.0523)
H (-3.9708, 0.0454, -0.8455)

Forces on the atoms, in the same order (eV/Å):
-1.7 -1.5 0.8
-0.1 -2.2 0.6
-1.2 -1.1 0.6
-0.6 -3.0 -3.3
1.7 -0.7 -1.4
-0.1 -2.6 -0.6
-0.5 1.1 0.2
-4.4 1.3 0.3
2.0 0.7 -0.7
-0.7 -0.7 -0.2
0.3 -0.2 -0.1
0.9 2.2 1.5
5.9 -1.8 -1.2
-1.8 2.2 0.8
-0.3 0.1 0.1
2.0 0.0 -1.5
-0.6 1.7 0.8
-2.0 1.3 1.7
-0.2 0.1 -0.2
1.7 1.7 0.8
0.1 1.1 0.4
0.1 0.1 0.2
-1.8 -0.8 1.5
-1.1 0.0 -2.0
2.3 0.8 0.9